Density functional theory data (the ωB97M-V functional and the def2-TZVPD basis) for a structure of composition C10H21AgINO5P.

Last column: Mulliken charge in e.
Positions of all 40 atoms, in Å:
C  1.70307  -3.01743  -0.07178  -1.02
C  1.00562  -2.77440  1.23786  -0.23
O  0.21029  -1.52175  1.18129  -0.32
P  0.79337  -0.14658  1.56119  1.11
O  0.72736  0.80666  0.28182  -0.34
C  -0.23281  0.67614  2.75447  -0.65
C  -1.31338  1.62818  2.20198  -0.76
N  -2.35913  0.92655  1.47002  -0.15
C  -2.42666  1.22177  0.08961  0.44
O  -2.26493  2.29902  -0.40835  -0.54
O  -2.73426  0.12672  -0.61122  -0.29
C  -3.11769  0.38201  -1.95872  -1.02
C  -1.89355  0.62409  -2.83499  0.24
C  -1.22113  -0.65893  -3.31215  -1.17
I  -2.53117  1.89665  -4.46591  0.27
O  2.26497  -0.32888  1.99541  -0.34
C  3.16954  0.83826  2.01730  -0.36
C  3.98746  0.90783  0.75894  -1.02
H  0.99022  -2.88719  -0.88360  0.23
H  2.04274  -4.04924  -0.10727  0.42
H  2.55887  -2.36287  -0.21903  0.31
H  1.67925  -2.75820  2.08721  0.36
H  0.27152  -3.55165  1.42182  0.35
H  0.41836  1.21847  3.43942  0.49
H  -0.70914  -0.14677  3.28993  0.34
H  -0.86705  2.43899  1.62931  0.34
H  -1.74796  2.09118  3.08393  0.53
H  -3.25904  1.12560  1.88831  0.29
H  -3.83660  1.19365  -2.01690  0.55
H  -3.62007  -0.52101  -2.29928  0.43
H  -1.17358  1.25143  -2.32093  0.31
H  -1.43781  -1.44840  -2.59367  0.33
H  -1.60248  -0.99104  -4.27293  0.36
H  -0.14308  -0.54785  -3.37433  0.32
H  2.60101  1.75245  2.18324  0.33
H  3.80511  0.70586  2.88647  0.37
H  4.43457  1.89602  0.67781  0.37
H  4.78432  0.17089  0.75108  0.33
H  3.37311  0.77086  -0.13071  0.26
Ag  -2.32926  0.76290  -7.00664  0.58

M = 501.0 g mol⁻¹
gap between HOMO and LUMO (spin up / spin down) = 8.17 / 5.41 eV
E_HOMO (spin up / spin down) = -15.56 / -15.55 eV
total charge = +2
largest force on an atom = 0.01465 hartree/bohr
2S+1 = 2

=====

Density functional theory data (the ωB97M-V functional and the def2-TZVPD basis) for a cluster of 2 separate species, C11H18O in total at a distorted geometry.

Last column: Mulliken charge in e.
Positions of all 30 atoms, in Å:
C  2.23920  -3.42940  -0.67688  -1.07
C  1.19766  -2.48567  -0.15997  -0.71
C  0.84998  -1.38823  -1.14610  0.56
C  -0.47074  -1.44904  -1.66370  -0.31
C  -0.95776  -0.62089  -2.65178  -0.68
C  -0.08632  0.35442  -3.11805  -0.31
C  1.17771  0.47888  -2.64543  -0.48
C  1.69545  -0.37433  -1.65019  -0.33
H  3.18358  -2.93347  -0.98670  0.28
H  1.74573  -3.88291  -1.56634  0.31
H  2.53016  -4.19314  0.03756  0.35
H  0.26919  -3.05988  -0.09248  0.29
H  1.15456  -2.09147  0.85726  0.41
H  -1.03140  -2.31068  -1.27964  0.20
H  -1.91768  -0.75581  -3.11151  0.41
H  -0.46730  0.92870  -3.96971  0.33
H  1.77649  1.28366  -3.05380  0.37
H  2.73711  -0.27816  -1.35894  0.39
C  -0.09790  2.09592  2.07750  -1.48
C  -1.13169  2.37172  3.15714  0.53
C  -2.49797  2.81297  2.55850  -1.15
O  -1.48314  1.11426  3.79013  -0.57
H  -0.38084  2.17727  1.04360  0.39
H  0.49607  1.15761  2.06572  0.36
H  0.82027  2.69440  2.21312  0.33
H  -0.85480  2.99108  4.03871  0.35
H  -2.50781  3.29912  1.59932  0.37
H  -3.15169  1.96427  2.41621  0.29
H  -2.90448  3.34858  3.42782  0.29
H  -1.38239  0.42528  3.13242  0.29

M = 166.3 g mol⁻¹
gap between HOMO and LUMO = 9.93 eV
E_HOMO = -9.19 eV
energy relative to the best compared isomer or geometry (same formula, charge and spin) = 1.707 eV
largest force on an atom = 0.05598 hartree/bohr